{"formula": "C9H17CeClINO2P", "method": "wB97M-V/def2-TZVPD", "e_homo_ev": [-15.69, -15.69], "s_squared": 0.76, "mol_weight_g_mol": 504.7, "orbital_gap_ev": [6.714, 6.572], "charge": 2, "spin_multiplicity": 2, "de_lowest_kj_mol": 505.8, "e_tot_ev": -58016.6348, "elements": ["C", "H", "C", "H", "O", "C", "C", "H", "O", "H", "Cl", "H", "H", "C", "H", "N", "C", "H", "H", "H", "H", "I", "C", "H", "H", "H", "H", "H", "Ce", "C", "H", "C", "P"], "coordinates": [[3.016, 0.519, 0.877], [3.684, 1.225, 1.358], [2.137, 1.473, -2.510], [-1.307, -3.658, 3.366], [-2.098, 2.354, 0.714], [-1.176, -1.824, 2.644], [-1.327, 1.503, 0.441], [2.166, 1.867, -3.527], [1.256, 2.242, 1.349], [2.981, -0.439, 1.420], [1.644, -2.065, -0.657], [0.544, 0.073, -4.459], [-1.069, -0.294, -3.695], [-0.658, 2.391, -2.535], [0.359, -1.265, -3.256], [-0.951, -1.104, 1.774], [1.761, 1.232, 0.930], [2.792, 0.602, -2.391], [-3.157, -3.041, 4.953], [-3.064, -1.346, 4.405], [2.384, 2.236, -1.765], [-2.409, -1.411, -1.182], [-2.925, -2.397, 4.109], [-0.777, -2.370, 4.495], [3.320, 0.327, -0.162], [-0.425, 3.159, -1.788], [-3.596, -2.639, 3.271], [-0.431, 2.732, -3.549], [0.048, -0.238, 0.011], [-1.469, -2.672, 3.740], [-1.706, 2.082, -2.435], [0.019, -0.266, -3.561], [0.437, 1.011, -2.385]], "forces_ev_per_a": [[1.2, 0.3, 0.3], [0.8, -0.1, 0.2], [0.3, 0.3, -0.5], [0.2, -1.0, 0.2], [4.6, -4.9, -1.5], [0.5, 0.6, -0.6], [-8.0, 8.7, 2.3], [0.9, 0.3, 0.0], [1.4, -2.4, -1.0], [-0.1, 0.3, -0.2], [0.0, 0.1, 0.0], [-0.3, -0.5, -0.4], [0.4, 0.1, -0.1], [0.1, 0.6, -0.7], [0.1, 0.4, -0.1], [-1.0, -0.6, 2.0], [-1.5, 2.9, 1.1], [-0.2, 0.2, -0.3], [-0.2, 0.1, 0.0], [0.0, -0.4, -0.1], [0.0, 0.1, -0.3], [0.6, 0.8, 0.4], [-0.7, 0.0, 0.3], [0.5, -0.3, 0.9], [-0.1, 0.0, 0.3], [0.0, 0.0, -0.3], [0.2, 0.1, 0.4], [-0.6, 0.7, 0.0], [2.0, -5.8, -2.8], [-0.7, 0.7, -0.6], [0.3, 0.0, -0.2], [0.1, 0.1, -0.6], [-1.0, -1.2, 2.0]]}